[1]
DFT (ωB97M-V with the def2-TZVPD basis set) results for a single C3H4Cl2O molecule at a distorted geometry.

Its total energy is -1112.3095 a.u. Its HOMO energy is -10.5 eV. The LUMO energy comes out at -0.306 eV.

Element x y z (Å)
1 O 0.3106 1.8509 -0.2182
2 C 0.1256 0.6526 0.0361
3 C 1.0827 -0.2879 0.7572
4 Cl 2.0852 -1.3168 -0.4225
5 C -1.1520 0.1234 -0.5922
6 Cl -1.7542 -1.4250 0.0022
7 H 1.7332 0.4448 1.1717
8 H 0.6110 -1.0358 1.3672
9 H -1.2264 0.0517 -1.7213
10 H -1.8157 0.9420 -0.3803

Atomic forces in eV per Å
O 0.52 -2.60 1.44
C -0.34 1.14 -2.73
C 0.38 0.45 -1.60
Cl -0.86 0.95 0.54
C -0.52 0.07 -1.22
Cl -0.10 -0.15 0.32
H 0.95 -0.20 1.07
H -0.16 0.23 0.55
H 1.01 0.15 1.29
H -0.89 -0.04 0.34

=====

[2]
DFT (ωB97M-V with the def2-TZVPD basis set) results for 2 unconnected molecules or ions with the total composition C3H4Cl2O at a distorted geometry.

Its total energy is -1112.2543 a.u. Its HOMO energy is -9.2 eV. The LUMO energy comes out at -0.130 eV.

Element x y z (Å)
1 C -0.5825 -1.6121 0.1996
2 C 0.8238 0.8539 -0.5495
3 C -0.2165 0.4597 0.4453
4 O -0.0419 -2.4700 0.8171
5 Cl -2.1904 -1.6849 -0.5173
6 Cl 0.1046 0.5705 2.1110
7 H 0.5132 1.3309 -1.4896
8 H 1.4682 0.1353 -1.0810
9 H 1.3933 1.6105 -0.0773
10 H -1.2719 0.8063 0.1418

Atomic forces in eV per Å
C 0.89 2.44 2.37
C 0.60 0.34 -1.51
C -2.74 -3.53 -2.67
O -0.72 1.13 -1.50
Cl -0.12 -0.50 -0.40
Cl 0.34 0.28 0.42
H -1.21 0.23 0.57
H 0.05 -0.50 1.42
H 1.20 0.66 0.40
H 1.71 -0.55 0.90

=====

[3]
DFT (ωB97M-V with the def2-TZVPD basis set) results for 2 unconnected molecules or ions with the total composition C3H4Cl2Si at a distorted geometry.

Its total energy is -1326.3531 a.u. Its HOMO energy (spin up / spin down) is -10.1 / -8.0 eV. The LUMO energy (spin up / spin down) comes out at -1.134 / -0.886 eV.

Element x y z (Å)
1 C 2.1170 1.2088 -0.7744
2 C 1.0650 0.8569 -0.2864
3 C -0.5301 -1.3180 0.1388
4 Si -0.5459 0.5486 0.5266
5 Cl -2.1366 -2.0477 0.4085
6 Cl 0.4834 -2.2399 1.3817
7 H 3.1144 1.4788 -0.9518
8 H -0.0268 -1.5891 -0.8752
9 H -2.2417 2.0615 -1.2067
10 H -1.2986 1.0400 1.6389

Atomic forces in eV per Å
C -0.95 -0.44 0.96
C 0.04 1.23 0.72
C 0.42 -1.23 0.09
Si 0.11 -0.72 -3.36
Cl -0.24 0.23 -0.77
Cl 0.31 0.71 -0.42
H 0.62 0.15 -0.59
H -1.34 0.58 1.74
H 0.74 -0.74 0.73
H 0.30 0.22 0.90

=====

Energy relative to the best compared isomer or geometry (same formula, charge and spin), record by record: 0.792, 2.295, 7.214 eV